8
Properties=species:S:1:pos:R:3:forces:R:3 method="wB97M-V/def2-TZVPD" smiles="N#CC(=S)C(=O)O" homo_lumo_gap_ev=7.28 relative_energy_kcal_mol=37.4
S 1.225 1.885 0.148 -1.7808 -2.3198 -0.7624
O -1.726 0.823 -0.278 -2.3901 -2.6625 2.1381
O -1.069 -1.266 0.342 1.1928 3.4699 -1.0359
N 2.715 -1.307 -0.084 -7.7202 4.2741 -0.2632
C -0.774 -0.098 -0.027 -3.6936 -3.2453 0.8332
C 0.580 0.341 -0.141 4.6427 2.2351 1.1141
C 1.644 -0.671 -0.117 6.7461 -3.8798 -0.1034
H -2.595 0.293 0.157 3.0031 2.1283 -1.9204

60
Properties=species:S:1:pos:R:3:forces:R:3 method="wB97M-V/def2-TZVPD" homo_lumo_gap_ev=5.75 charge=-2 relative_energy_kcal_mol=38.1
Pd 1.379 -0.032 -1.064 -0.5098 -0.0394 -0.4258
As 3.870 -1.090 1.765 -0.2400 -0.6273 0.0153
S -2.518 0.162 -2.491 0.0034 -0.0168 0.0045
S 3.311 1.231 0.033 1.1790 0.8898 0.2565
O 3.229 1.468 -1.428 0.0841 -0.4048 0.1945
O 0.216 2.148 -0.416 0.2486 0.0898 0.0480
O 4.502 1.850 0.616 -0.1063 0.0390 -0.0950
O 2.741 -2.456 1.790 -0.0153 0.1391 -0.3130
O 5.312 -1.596 2.340 -0.1093 0.2196 -0.0501
O 0.902 -0.366 1.517 0.1302 -0.1088 0.2804
O 3.850 -0.567 0.098 -0.0007 0.2875 0.5149
N -0.990 -0.541 -2.666 0.1217 -0.3384 0.1540
N 1.575 -1.596 -2.750 -0.0796 -0.1409 0.0201
N -1.395 3.269 -1.528 -0.0014 0.0297 -0.0377
N -1.191 -1.157 -0.364 0.2201 -0.1964 -0.0754
C 2.845 0.121 2.840 -0.0779 0.1907 -0.2777
C -0.954 2.451 -0.514 -0.2669 -0.0212 -0.1226
C 1.379 1.954 4.282 0.0246 -0.0773 -0.0940
C -0.509 3.504 -2.657 -0.1377 -0.0326 0.0623
C 2.955 -3.486 -2.213 -0.0157 -0.0289 0.0404
C -1.972 1.960 0.488 -0.0931 0.0556 0.0491
C -0.442 -1.044 -1.569 -0.5311 -0.3107 -0.3428
C -3.335 -0.934 -1.386 -0.0775 0.0141 -0.1236
C -4.688 -1.236 -1.445 -0.0142 -0.0010 0.0270
C 2.672 -2.351 -2.933 -0.0821 0.1030 0.0058
C 2.707 1.713 4.644 -0.0782 0.0010 -0.0087
C -3.131 -2.272 0.609 0.0474 0.0139 0.0352
C -2.536 -1.477 -0.372 0.0952 -0.0347 0.0518
C -4.496 -2.534 0.566 0.0468 0.0243 -0.0276
C 1.472 0.307 2.469 0.0392 -0.2238 0.0093
C 0.776 1.280 3.233 0.0828 0.0759 0.1495
C -5.280 -2.030 -0.464 0.0800 0.0789 -0.0226
C 2.093 -3.842 -1.171 0.0562 -0.0636 0.0177
C 3.434 0.798 3.896 -0.0759 -0.0361 -0.0942
C -2.794 3.565 -1.733 0.0512 0.0022 -0.0368
C 0.752 -1.931 -1.715 -0.1265 0.1703 -0.2443
C 1.006 -3.056 -0.901 -0.0832 -0.0444 0.0698
H -2.239 2.767 1.177 -0.0075 -0.0276 -0.0028
H 0.351 -3.296 -0.075 -0.0415 0.0189 0.0104
H 4.478 0.602 4.115 0.0051 0.0197 -0.0110
H -5.283 -0.817 -2.251 0.0215 -0.0567 0.0226
H -2.870 4.462 -2.351 -0.0090 0.0243 0.0217
H -3.319 2.746 -2.244 0.0386 0.0782 0.0369
H 3.833 -4.077 -2.442 0.0233 0.0243 0.0167
H -0.252 1.497 2.965 -0.0081 -0.0365 -0.0128
H 1.894 -2.007 1.559 0.1011 -0.0674 0.0863
H 0.472 3.103 -2.421 0.0441 -0.0307 0.0212
H 3.340 -2.018 -3.721 -0.0232 0.0249 0.0130
H -0.423 4.576 -2.860 -0.0238 -0.0006 -0.0046
H 3.163 2.245 5.472 -0.0078 -0.0001 -0.0322
H 2.297 -4.711 -0.559 0.0150 0.0305 0.0165
H -3.295 3.765 -0.787 0.0026 -0.0040 0.0035
H -2.875 1.586 0.001 0.0856 0.0548 0.0866
H -0.893 3.001 -3.551 0.0210 0.0094 0.0297
H -0.637 -1.398 0.450 -0.0006 0.2288 0.1363
H -2.517 -2.663 1.414 -0.0253 -0.0076 -0.0656
H -6.340 -2.248 -0.504 0.0009 0.0138 -0.0029
H -4.943 -3.149 1.339 0.0090 0.0198 -0.0070
H 0.805 2.697 4.828 -0.0136 -0.0268 0.0093
H -1.494 1.152 1.039 0.0043 0.0330 0.0140

17
Properties=species:S:1:pos:R:3:forces:R:3 method="wB97M-V/def2-TZVPD" homo_lumo_gap_ev=8.52 relative_energy_kcal_mol=54.0
O -4.680 1.834 -0.747 -0.3441 -0.0130 0.3491
O 1.275 0.218 1.318 0.1662 -0.2712 0.5326
O -1.515 0.057 1.201 -0.2241 -0.4584 -0.0856
C 1.531 -2.281 -0.286 0.3826 0.2593 -0.0031
C 1.660 0.774 0.145 -0.5107 0.2675 -0.1086
C 2.171 -1.361 -1.007 -0.6918 -0.1008 -0.5544
C 1.973 0.087 -0.954 0.9277 -0.1728 0.4057
H -2.126 0.761 0.967 0.0383 0.0235 -0.1028
H -4.739 1.915 0.212 0.2007 0.0445 -0.0123
H 0.688 -1.986 0.309 -0.0054 -0.1178 0.4822
H 1.769 1.856 0.175 0.0107 0.0299 -0.1082
H -5.614 1.846 -0.992 0.1404 -0.0331 -0.2824
H 2.848 -1.682 -1.791 0.4638 -0.0883 0.3399
H -1.826 -0.729 0.723 0.1424 0.4005 0.1713
H 1.902 -3.295 -0.223 -0.3368 -0.1648 -0.3302
H 2.496 0.650 -1.713 -0.3408 0.1995 -0.3304
H 0.315 0.180 1.455 -0.0190 0.1957 -0.3626

19
Properties=species:S:1:pos:R:3:forces:R:3 method="wB97M-V/def2-TZVPD" homo_lumo_gap_ev=8.61 relative_energy_kcal_mol=82.8
Cl -2.535 1.712 0.840 1.6914 -1.3185 -1.0320
Si -0.561 -0.111 -0.448 -1.7415 -0.0917 3.0930
N -1.322 -1.516 0.376 0.6484 2.0094 -0.2473
C -1.651 -2.693 -0.362 1.1524 -1.7709 -3.4467
C 1.092 1.277 1.447 0.2470 -1.1962 0.1065
C 1.143 0.578 -0.021 -1.1314 0.1655 3.0723
C 1.528 1.581 -1.087 2.2940 0.5348 3.4803
H 0.663 2.156 -1.209 -0.9148 1.5218 -0.6617
H 0.877 0.508 2.266 0.2752 0.8799 -1.1928
H -1.180 -2.552 -1.449 -0.7409 -0.5602 2.1046
H -1.276 -3.701 -0.004 0.2351 1.3560 0.1073
H 1.855 1.129 -1.954 0.5743 -0.7794 -2.0224
H 2.409 2.192 -0.614 -1.6680 -0.7356 -1.2047
H 0.294 2.006 1.505 -0.0256 0.2957 -0.0242
H -2.680 -2.953 -0.629 -0.3926 0.8867 0.5097
H -0.714 0.241 -1.845 -0.6272 -0.5150 -0.5594
H 1.809 -0.235 0.238 0.4380 -0.4450 -0.8456
H 2.084 1.739 1.692 -0.8297 -0.3526 -0.3868
H -1.834 -1.360 1.258 0.5158 0.1154 -0.8499

13
Properties=species:S:1:pos:R:3:forces:R:3 method="wB97M-V/def2-TZVPD" homo_lumo_gap_ev=7.99 charge=+4 relative_energy_kcal_mol=19.8
Na -0.402 2.973 1.370 -0.2482 0.9903 -0.0932
Na 1.556 1.118 -0.312 0.5449 -0.0229 -0.9460
Na -1.329 0.419 3.517 -0.7709 -0.5578 0.6930
Na 1.803 -0.207 2.838 0.7611 -0.7059 0.4694
Na -2.396 0.421 0.120 -0.7614 -0.4883 -1.1624
O 1.436 -2.316 -0.752 -0.6511 0.5418 0.6094
O -0.280 0.389 1.166 0.7542 0.8173 0.5428
O -1.299 0.435 -2.080 0.3040 0.2314 1.4955
H 1.945 -1.881 -0.067 0.7784 -0.3939 0.2019
H -0.159 -0.443 0.667 -0.2145 0.0350 0.4119
H -0.384 0.171 -2.177 -0.0095 -0.3321 -0.5990
H -1.619 0.524 -2.978 -0.4429 0.0758 -0.7295
H 1.130 -1.603 -1.312 -0.0441 -0.1906 -0.8938

87
Properties=species:S:1:pos:R:3:forces:R:3 method="wB97M-V/def2-TZVPD" s2=6.020 spin_multiplicity=5 homo_lumo_gap_ev="8.41 / 6.29" charge=+2 relative_energy_kcal_mol=5.5
Te 2.410 -0.130 -1.064 1.5755 0.1637 -0.9515
Pd -0.625 0.300 -0.382 -0.9954 1.8336 -0.6873
As -1.299 -2.349 -0.916 -1.3147 -1.9272 0.3971
P 0.150 1.216 1.596 0.8954 1.0185 1.2121
O 2.183 2.308 -1.915 0.3718 -0.2363 -0.0280
O 1.679 1.512 1.262 -0.7214 -0.4706 0.1357
O 0.074 0.704 3.123 -0.4098 0.4782 -1.1812
O -2.142 2.141 -0.837 -0.0171 -0.7112 0.3814
O -0.169 -1.401 -1.691 0.6857 0.5524 -0.2006
O -0.405 2.683 1.799 0.2557 -0.2871 -0.3652
N -0.032 2.176 -1.542 -0.3714 -0.9949 0.7053
N -1.495 3.884 -2.177 0.0109 -0.5128 0.3260
C 1.214 -0.223 5.018 -0.1892 0.0801 -0.3762
C -3.008 -0.580 0.732 0.0238 -0.4200 0.1968
C 3.775 1.718 2.441 -0.3505 0.0492 -0.1653
C -1.242 -3.455 1.807 -0.1054 0.0249 -0.1576
C 1.543 -3.567 1.871 -0.0762 -0.0522 -0.0285
C 0.896 -3.082 0.747 0.0461 0.1599 -0.3746
C -2.765 -1.120 -0.539 0.5274 -0.3942 0.2867
C 5.733 1.339 -3.548 0.1593 -0.1051 -0.0062
C -4.793 0.728 -0.221 0.1626 -0.0496 0.2801
C 6.842 0.760 -2.944 -0.1946 -0.0669 0.0994
C -1.430 -4.062 -3.256 0.2181 0.3170 0.0654
C -3.044 -5.810 -3.564 0.0521 -0.0336 -0.0674
C -0.588 -3.939 2.928 -0.0959 -0.0866 -0.0096
C -3.515 -0.719 -1.644 -0.0822 -0.0797 -0.2547
C -1.258 2.715 -1.504 0.4231 0.5849 -0.3004
C -2.003 -3.789 -2.023 0.1974 0.4507 0.4432
C -2.842 4.412 -2.223 -0.5436 0.0913 -0.0421
C -4.041 0.339 0.879 -0.0662 0.0557 -0.0293
C -0.492 -3.011 0.724 -0.2895 0.1707 -0.3885
C -1.762 2.971 2.185 -0.5928 0.2169 0.3027
C -0.462 4.502 -2.806 0.8401 0.1059 -0.1789
C 6.669 -0.120 -1.882 0.1920 0.0530 -0.1277
C -1.853 3.323 3.657 0.1980 -0.1129 -0.2951
C -3.077 -4.530 -1.535 0.0937 0.2157 0.1025
C 0.801 4.027 -2.760 -0.1881 0.0132 0.0190
C 0.799 -3.992 2.962 -0.0336 0.0319 0.0202
C 2.499 2.428 2.034 0.4045 0.2895 0.3396
C 4.461 1.071 -3.081 -0.4598 0.0120 0.1054
C 4.288 0.226 -1.981 -0.0589 -0.1607 0.1230
C -1.960 -5.083 -4.030 0.0112 0.0518 0.0620
C -4.537 0.201 -1.478 0.1937 -0.1927 -0.1066
C -3.593 -5.550 -2.317 -0.0260 0.0569 0.1323
C 0.653 -0.502 3.634 0.3277 -0.6458 0.3265
C 5.403 -0.404 -1.413 -0.4921 0.1005 0.1786
C 1.050 2.791 -2.051 -0.1084 0.3943 -0.2581
H -1.535 2.487 4.275 -0.0290 -0.0458 0.0784
H -2.072 3.817 1.565 0.0249 -0.2113 0.0173
H 2.719 3.274 1.379 -0.1447 -0.1036 0.0549
H 1.944 0.580 4.973 0.1498 0.0656 0.0267
H 1.454 -2.779 -0.139 -0.0288 -0.0875 0.2541
H -3.391 4.001 -1.379 -0.0241 0.1482 -0.0672
H -2.443 -0.935 1.599 -0.2058 0.1342 -0.2245
H 1.295 -4.378 3.839 0.0595 -0.0495 0.0595
H -0.703 5.415 -3.331 -0.0865 0.0408 -0.0106
H -4.268 0.741 1.857 -0.0167 -0.0044 0.0315
H 0.423 0.075 5.700 -0.0835 -0.0051 0.0816
H -3.339 4.108 -3.147 0.0094 0.0344 0.0450
H 5.861 2.006 -4.387 -0.0030 0.0400 -0.0800
H -3.507 -4.300 -0.564 -0.0314 -0.1016 -0.0881
H 7.525 -0.583 -1.418 0.0878 -0.0683 0.0370
H -1.166 -4.298 3.766 -0.0268 -0.0183 0.0936
H 3.603 1.526 -3.552 0.0843 0.0449 0.0278
H -2.881 3.581 3.900 -0.0937 0.0121 0.0471
H -2.821 5.498 -2.166 0.0214 -0.0328 0.0373
H 1.630 4.527 -3.235 -0.0549 0.0764 -0.0222
H -5.582 1.451 -0.090 -0.1428 0.0392 0.0047
H -3.298 -1.160 -2.617 -0.1487 0.1569 0.1236
H 2.618 -3.634 1.883 0.1717 -0.0238 0.0259
H -2.393 2.110 1.944 0.0310 0.1332 -0.0665
H -2.325 -3.448 1.760 0.0011 0.0160 0.1126
H 1.925 2.778 2.895 0.0986 0.0006 -0.0868
H 4.252 1.298 1.557 0.1398 -0.0084 -0.0146
H -4.419 -6.143 -1.953 -0.0631 0.0089 -0.0044
H 3.575 0.919 3.150 -0.0196 -0.1113 0.0649
H -1.223 4.180 3.878 0.0472 0.0985 0.0464
H 7.835 0.987 -3.302 0.0578 0.0019 -0.0224
H -0.590 -3.463 -3.597 -0.0628 -0.1299 -0.0749
H -0.127 -1.267 3.688 0.1015 0.1091 -0.1401
H -3.468 -6.587 -4.181 -0.0111 -0.1166 -0.0320
H -1.523 -5.310 -4.990 0.0081 -0.0012 -0.1107
H 5.270 -1.087 -0.586 0.0820 -0.0896 0.0943
H -5.139 0.499 -2.323 -0.0303 0.0195 -0.0769
H 1.696 -1.117 5.403 0.0436 -0.0883 0.0586
H 4.456 2.424 2.905 0.0903 0.0801 0.0283
H 1.444 -0.848 2.960 -0.0853 0.0050 0.0104